152
Properties=species:S:1:pos:R:3:forces:R:3 method="wB97M-V/def2-TZVPD" energy_ha=-4639.88351 e_lumo_ev=1.78 charge=-1 multiplicity=1
C -0.003961 -1.043460 -0.381314 -0.021 1.040 0.065
F -1.269745 -1.272567 -0.038549 -0.377 -0.262 0.004
F 0.668562 -2.182476 -0.300143 0.249 -0.388 -0.097
F 0.015148 -0.638185 -1.663918 -0.037 -0.124 0.121
S 0.730454 0.249624 0.748978 0.673 0.500 0.559
O 1.264523 -0.550163 1.832631 -0.134 -0.424 -0.083
O 1.743181 0.896138 -0.055446 0.299 -0.242 -0.561
O -0.330968 1.153277 1.137250 -0.572 -0.350 -0.173
O -0.268009 -5.473532 0.830814 -1.723 -0.732 -1.660
C 0.670612 -5.235986 1.492863 1.358 0.815 1.411
O 1.838971 -5.911628 1.421893 -0.394 -0.414 -0.383
C 2.756634 -5.472048 2.400742 0.199 -0.116 1.088
C 1.977761 -4.568853 3.381071 0.338 -0.161 -0.400
C 0.773816 -4.170236 2.539913 0.547 0.871 0.829
H 3.601622 -4.998551 1.922162 0.054 0.136 -0.222
H 3.115559 -6.337347 2.957012 0.123 -0.183 -0.274
H 2.559499 -3.706573 3.700703 0.015 -0.030 0.076
H 1.726491 -5.162923 4.258232 -0.234 0.149 0.038
H 0.991812 -3.195203 2.085508 -0.155 -0.202 -0.285
H -0.122959 -4.019210 3.130395 -0.184 -0.329 -0.141
O -3.931678 -3.839126 -4.385847 -0.777 0.077 -0.549
C -3.228714 -3.989060 -3.441521 1.094 -0.019 0.294
O -3.652373 -4.480205 -2.260119 0.033 0.066 0.434
C -2.546810 -4.562450 -1.332673 0.349 -0.478 0.354
C -1.278316 -4.557644 -2.176040 0.059 0.817 -0.548
C -1.729275 -3.690966 -3.363446 -1.007 -0.408 0.343
H -2.646572 -5.475595 -0.750288 -0.151 -0.002 -0.077
H -2.541621 -3.729159 -0.623509 -0.267 0.107 -0.270
H -0.983063 -5.554039 -2.499261 -0.097 -0.054 0.024
H -0.444506 -4.098221 -1.656196 0.075 -0.167 0.225
H -1.325596 -3.932120 -4.338406 0.378 0.195 -0.051
H -1.711785 -2.617194 -3.140384 0.425 -0.092 -0.100
O -1.229815 5.244188 2.991323 0.190 0.665 0.356
C -2.052378 4.491840 3.414318 0.198 -0.606 -0.126
O -3.028697 4.835833 4.283660 -0.370 0.285 0.079
C -3.990459 3.749553 4.385101 0.372 -0.592 0.417
C -3.735882 2.961055 3.124373 -0.317 -0.619 -0.818
C -2.224202 3.046033 3.044749 -0.410 0.327 -0.762
H -4.990632 4.144770 4.503001 -0.032 0.284 -0.078
H -3.732772 3.159449 5.271596 -0.100 0.073 0.033
H -4.217176 3.482298 2.286633 0.378 0.194 0.001
H -4.069072 1.934256 2.974039 -0.349 0.043 0.840
H -1.861806 2.835151 2.046139 0.377 -0.012 0.037
H -1.717163 2.399990 3.764649 -0.079 -0.028 0.046
O -3.483562 -1.601068 6.225827 -1.091 -0.636 2.948
C -3.040484 -1.442660 5.160721 0.094 1.239 -1.983
O -2.078552 -2.213385 4.645001 0.582 -1.017 -0.902
C -1.804825 -1.857963 3.265320 0.279 1.103 0.412
C -2.969555 -0.977060 2.857831 0.624 0.705 -0.085
C -3.398001 -0.337514 4.182546 0.374 -0.794 -1.022
H -1.662151 -2.709319 2.609590 -0.182 -0.385 0.339
H -0.885533 -1.263447 3.256268 0.079 -0.210 0.048
H -3.752884 -1.591986 2.420549 -0.195 0.225 -0.035
H -2.603676 -0.194523 2.186521 -0.303 -0.329 -0.392
H -4.436217 -0.037242 4.104702 -0.149 -0.034 0.703
H -2.747108 0.507380 4.421807 -0.123 0.078 -0.005
O 3.978786 3.802488 -5.518616 0.304 1.032 -1.511
C 3.869673 3.130924 -4.556214 0.209 -0.513 1.014
O 2.694191 2.971664 -3.936158 -0.468 -0.473 0.748
C 2.812946 2.047517 -2.823955 0.657 -0.040 -0.287
C 4.315448 1.952927 -2.521469 -0.355 -0.436 -0.316
C 4.943066 2.309785 -3.870824 -0.224 -0.537 0.364
H 2.466720 1.063622 -3.151842 -0.314 0.245 0.037
H 2.273587 2.405822 -1.959385 -0.400 0.109 -0.167
H 4.512190 0.925698 -2.209873 0.270 0.117 0.112
H 4.590583 2.635281 -1.721172 0.120 0.102 -0.079
H 5.069396 1.426427 -4.508717 0.002 0.005 0.157
H 5.906878 2.795280 -3.793931 0.005 0.337 -0.174
O -6.679495 -0.758652 2.590359 0.440 0.192 -1.036
C -6.118058 -0.773416 1.518033 0.079 -0.846 0.232
O -5.370253 0.245542 1.061043 0.489 0.561 0.504
C -4.672812 -0.056676 -0.178590 -1.237 -0.923 0.096
C -4.831832 -1.595390 -0.336498 0.501 0.879 -0.737
C -6.080009 -1.900967 0.463470 -0.485 0.638 0.520
H -3.624709 0.220608 -0.130293 -0.072 0.343 0.191
H -5.230006 0.497765 -0.938001 0.434 -0.065 -0.173
H -3.910669 -2.044300 0.038344 -0.292 -0.272 0.267
H -4.869325 -1.817969 -1.404632 -0.187 -0.213 0.151
H -6.168501 -2.873742 0.932877 0.220 -0.087 0.069
H -7.007382 -1.748164 -0.105555 0.242 -0.096 -0.187
O 3.455896 -4.195109 -0.459126 -1.019 -2.143 -0.850
C 4.183740 -3.330561 -0.154121 0.217 2.669 1.144
O 5.142673 -2.840790 -0.966219 0.477 -0.178 -0.666
C 5.781549 -1.677207 -0.443746 0.676 0.474 0.082
C 5.294512 -1.521228 0.991232 -0.515 0.283 0.426
C 4.045162 -2.428439 1.066909 1.472 0.505 -0.468
H 5.601376 -0.790066 -1.059973 -0.660 -0.278 -0.090
H 6.864708 -1.793276 -0.528414 -0.063 -0.409 0.194
H 4.993697 -0.500004 1.228339 0.196 0.049 -0.165
H 6.063690 -1.791701 1.714188 -0.029 -0.217 -0.067
H 3.162379 -1.806362 0.916661 -0.276 -0.333 0.309
H 4.048102 -2.978996 1.995895 -0.504 -0.111 0.091
O -3.082132 -0.500966 -3.208104 -1.740 -2.659 4.706
C -2.608438 -0.069516 -4.160839 2.064 2.334 -2.754
O -3.389764 0.442719 -5.104268 -0.507 0.731 -1.698
C -2.608895 1.163625 -6.081937 0.410 -0.678 -0.046
C -1.193469 0.599394 -5.935412 0.230 1.441 -0.030
C -1.150729 0.230215 -4.469697 -0.076 -0.863 -0.490
H -2.645853 2.228153 -5.847201 -0.138 -0.019 -0.071
H -2.970516 0.952336 -7.083404 -0.472 0.197 0.081
H -0.480804 1.390968 -6.185105 0.104 -0.255 -0.048
H -1.023623 -0.232551 -6.608378 -0.030 -0.263 0.078
H -0.846016 1.033785 -3.804800 0.145 0.063 0.002
H -0.523708 -0.638707 -4.307205 0.075 -0.073 0.390
O -2.644000 5.987850 -1.266811 -1.842 2.524 0.677
C -1.988092 5.060414 -1.532738 1.234 -1.872 0.329
O -1.296122 4.991520 -2.675520 0.382 -0.837 -0.857
C -0.615492 3.696058 -2.834476 -0.828 0.890 1.285
C -1.199264 2.841064 -1.704983 -0.366 -0.898 0.572
C -1.776345 3.825021 -0.673036 1.070 -0.372 -1.064
H 0.437682 3.932215 -2.719574 0.165 -0.350 -0.321
H -0.906119 3.277351 -3.789218 0.376 0.242 -0.379
H -0.493942 2.155133 -1.229783 0.149 0.171 -0.237
H -2.017444 2.205549 -2.070787 0.126 0.150 -0.158
H -1.008060 4.004415 0.083781 -0.236 0.359 0.072
H -2.688102 3.484545 -0.201742 -0.173 0.083 0.067
O -0.419594 -0.126946 7.296401 -1.008 -1.103 1.481
C -0.040920 0.530218 6.401401 1.034 0.576 -0.867
O 0.452731 -0.033900 5.266446 -0.215 0.287 -0.252
C 0.973212 0.974951 4.387288 0.398 0.604 0.402
C 1.178748 2.218206 5.251535 0.295 0.770 0.503
C 0.155217 2.023048 6.383421 0.026 0.825 -0.852
H 0.271437 1.210684 3.590257 -0.057 -0.372 -0.129
H 1.906145 0.612966 3.977841 -0.050 -0.191 -0.265
H 1.066782 3.140084 4.673585 -0.456 -0.119 -0.002
H 2.179690 2.352303 5.679118 0.006 -0.652 -0.088
H -0.760083 2.576661 6.147079 -0.170 -0.390 0.035
H 0.460811 2.377851 7.361346 0.155 -0.116 0.081
O 2.765743 -1.227962 -6.645248 0.007 1.029 -2.329
C 2.835730 -1.680480 -5.567583 -0.558 -0.944 1.187
O 3.107254 -0.925139 -4.492319 0.140 0.334 0.649
C 3.215630 -1.752949 -3.333481 -0.007 -0.417 0.514
C 2.504974 -3.061249 -3.660181 -0.057 -0.304 0.362
C 2.571936 -3.120493 -5.178446 0.858 0.044 0.394
H 2.768572 -1.298042 -2.451642 -0.048 0.498 -0.160
H 4.269530 -1.928328 -3.117215 0.061 0.044 -0.119
H 1.470451 -3.063414 -3.325242 -0.151 0.266 0.048
H 2.994769 -3.844019 -3.080175 -0.023 -0.267 -0.393
H 1.685580 -3.463286 -5.692005 -0.165 -0.152 -0.032
H 3.435621 -3.689957 -5.535439 -0.143 -0.096 -0.027
O 2.504765 4.955963 -1.477894 0.161 0.288 -2.210
C 2.428305 4.816628 -0.314115 0.168 -0.399 2.064
O 1.580606 5.538169 0.443957 -0.237 0.786 0.114
C 1.508164 5.043346 1.776309 0.376 -1.317 0.603
C 2.790776 4.225707 2.003670 0.491 -0.180 -1.484
C 3.197641 3.848329 0.557295 -0.322 -0.243 0.351
H 0.631727 4.403723 1.823217 -0.059 -0.084 0.121
H 1.395010 5.784108 2.559335 -0.137 0.646 -0.514
H 2.638401 3.317886 2.577396 -0.028 0.149 0.398
H 3.621597 4.826803 2.372668 -0.286 0.045 0.561
H 2.892559 2.832033 0.283060 -0.018 0.128 0.052
H 4.265787 3.937649 0.370231 0.001 0.059 -0.076